Entry w
DFT (ωB97M-V with the def2-TZVPD basis set) results for a 9-piece molecular cluster, C5H30N2O8 overall.

The SMILES is CCCCNCN.O.O.O.O.O.O.O.O.

Bonds (Å) are listed after each position.
Element x y z (Å)
1 C 1.6916 3.2744 -2.1316  C2 1.550, H8 1.085, H9 1.033, H10 1.172
2 C 2.3666 2.3010 -1.1311  C1 1.550, C3 1.532, H11 1.058, H12 1.144
3 C 1.3697 1.6535 -0.1646  C2 1.532, C4 1.540, H13 1.145, H14 1.054
4 C 2.0402 0.9609 1.0370  C3 1.540, N5 1.433, H15 1.129, H16 1.086
5 N 1.4083 -0.3225 1.1228  C4 1.433, C6 1.513, H17 1.078
6 C 1.8833 -1.3797 0.1508  N5 1.513, N7 1.410, H18 1.138, H19 1.148
7 N 0.8116 -2.1648 -0.3214  C6 1.410, H20 1.013, H21 1.205
8 H 1.0028 3.8586 -1.5308  C1 1.085
9 H 1.2905 2.8978 -3.0059  C1 1.033
10 H 2.5366 3.9971 -2.5027  C1 1.172
11 H 3.3179 2.6365 -0.8131  C2 1.058
12 H 2.7615 1.3674 -1.6617  C2 1.144
13 H 0.6521 2.3973 0.3293  C3 1.145
14 H 0.5641 1.0804 -0.5290  C3 1.054
15 H 1.8865 1.2545 2.1163  C4 1.129
16 H 3.1105 0.7813 1.0875  C4 1.086
17 H 1.2707 -0.7473 2.1038  N5 1.078
18 H 2.4333 -1.1027 -0.8060  C6 1.138
19 H 2.5868 -2.1039 0.6975  C6 1.148
20 H 0.0894 -2.2523 0.3843  N7 1.013
21 H 0.0794 -1.6619 -1.1357  N7 1.205
22 O -4.8709 -1.4120 -1.2293  H23 0.873, H24 0.944
23 H -4.9344 -1.6256 -2.0736  O22 0.873
24 H -4.6612 -2.2360 -0.8189  O22 0.944
25 O 1.6039 -0.9326 4.0431  H26 0.968, H27 0.914
26 H 1.5027 -0.0925 4.5125  O25 0.968
27 H 1.4755 -1.5313 4.7214  O25 0.914
28 O -1.1010 0.0118 2.9620  H29 0.912, H30 0.942
29 H -1.3281 -0.8392 3.2006  O28 0.912
30 H -1.1374 0.1907 2.0376  O28 0.942
31 O -0.9709 -3.8088 -3.0404  H32 0.996, H33 1.010
32 H -1.8984 -3.7261 -3.3929  O31 0.996
33 H -0.6968 -4.7676 -2.8776  O31 1.010
34 O -2.5869 -0.0354 0.4041  H35 0.921, H36 0.975
35 H -2.9141 0.8111 0.2460  O34 0.921
36 H -1.6601 -0.2316 0.1735  O34 0.975
37 O -3.6623 2.3214 -0.5023  H38 1.016, H39 0.928
38 H -3.0320 3.1171 -0.4688  O37 1.016
39 H -4.1606 2.2416 -1.2806  O37 0.928
40 O 1.4354 -4.7018 -1.5097  H41 0.943, H42 1.013
41 H 2.0983 -4.1195 -1.8435  O40 0.943
42 H 0.8180 -4.0629 -1.0224  O40 1.013
43 O -1.5806 2.9014 1.0693  H44 1.050, H45 0.934
44 H -2.1294 3.1264 1.9353  O43 1.050
45 H -0.7620 2.6759 1.4589  O43 0.934


Entry x
DFT (ωB97M-V with the def2-TZVPD basis set) results for a 9-piece molecular cluster, C5H30N2O8 overall.

The SMILES is CC[C@@H](N)CNC.O.O.O.O.O.O.O.O.

Bonds (Å) are listed after each position.
Element x y z (Å)
1 C 1.0990 -1.7224 2.7019  C2 1.544, H8 1.093, H9 1.086, H10 1.093
2 C 2.1085 -1.0747 1.7294  C1 1.544, C3 1.509, H11 1.091, H12 1.098
3 C 2.3285 0.4174 1.7617  C2 1.509, N4 1.483, C5 1.569, H13 1.103
4 N 3.4450 0.8480 0.8863  C3 1.483, H14 1.010, H15 1.013
5 C 1.0367 1.3042 1.6720  C3 1.569, N6 1.448, H16 1.090, H17 1.090
6 N 0.0227 0.8463 0.7452  C5 1.448, C7 1.459, H18 1.010
7 C 0.3861 0.6799 -0.6580  N6 1.459, H19 1.082, H20 1.091, H21 1.092
8 H 1.4531 -1.5954 3.7279  C1 1.093
9 H 0.0632 -1.4359 2.5461  C1 1.086
10 H 1.2369 -2.7968 2.5565  C1 1.093
11 H 3.0319 -1.6277 1.9105  C2 1.091
12 H 1.7791 -1.3187 0.7106  C2 1.098
13 H 2.7781 0.6533 2.7403  C3 1.103
14 H 3.6102 1.8276 1.0703  N4 1.010
15 H 3.1805 0.6818 -0.0776  N4 1.013
16 H 0.5788 1.2779 2.6607  C5 1.090
17 H 1.4598 2.2485 1.3291  C5 1.090
18 H -0.4813 0.0539 1.1167  N6 1.010
19 H 1.0728 1.4465 -0.9919  C7 1.082
20 H 0.8397 -0.2674 -0.9545  C7 1.091
21 H -0.5960 0.6146 -1.1318  C7 1.092
22 O -0.9259 -1.9738 -2.2479  H23 0.961, H24 0.984
23 H -0.6575 -2.8659 -2.0117  O22 0.961
24 H -0.1588 -1.5590 -2.7043  O22 0.984
25 O -1.0547 -4.4702 -0.5510  H26 0.962, H27 0.958
26 H -1.8520 -3.9910 -0.3067  O25 0.962
27 H -0.4552 -4.5082 0.1954  O25 0.958
28 O -2.2130 -1.1962 -0.2160  H29 0.971, H30 1.039
29 H -2.7490 -0.6570 -0.8195  O28 0.971
30 H -1.6224 -1.4521 -1.0322  O28 1.039
31 O 0.0411 3.6681 -0.4602  H32 0.975, H33 0.965
32 H -0.7680 3.3996 0.0123  O31 0.975
33 H -0.2917 4.4546 -0.9093  O31 0.965
34 O -0.0115 2.0891 -3.0553  H35 0.970, H36 0.960
35 H -0.2627 2.5572 -2.2436  O34 0.970
36 H 0.2897 2.7300 -3.7036  O34 0.960
37 O -3.1270 -1.3180 2.3925  H38 0.970, H39 0.964
38 H -2.7450 -0.7987 1.6672  O37 0.970
39 H -3.2644 -2.1348 1.8987  O37 0.964
40 O -2.5023 2.5201 0.0892  H41 0.969, H42 0.957
41 H -2.0152 1.7533 0.4256  O40 0.969
42 H -2.7980 3.1299 0.7648  O40 0.957
43 O 1.2047 -0.5664 -3.1169  H44 0.974, H45 0.957
44 H 0.8080 0.3188 -3.0308  O43 0.974
45 H 1.9049 -0.5885 -3.7694  O43 0.957


Energy above the most stable structure, in hartree: entry w 0.1375; entry x 0.0000


Entry w
DFT (ωB97M-V with the def2-TZVPD basis set) results for one molecule with the formula C4H6OS3.

The SMILES is O=C[C@]1(S)[C@H](S)[C@@H]1S.

Bonds (Å) are listed after each position.
Element x y z (Å)
1 O -1.7740 -0.0655 1.9771  C2 1.213
2 C -0.7128 -0.0569 1.3901  O1 1.213, C3 1.493, H9 1.113
3 C -0.6432 -0.0110 -0.1005  C2 1.493, S4 1.803, C5 1.580, C7 1.539
4 S -2.2374 -0.1790 -0.9249  C3 1.803, H10 1.353
5 C 0.5542 -0.7288 -0.8400  C3 1.580, S6 1.790, C7 1.560, H11 1.101
6 S 1.6634 -1.7286 0.1464  C5 1.790, H12 1.301
7 C 0.4230 0.8256 -0.8306  C3 1.539, C5 1.560, S8 1.742, H13 1.087
8 S 1.4192 1.9260 0.0804  C7 1.742, H14 1.365
9 H 0.2606 -0.0711 1.9288  C2 1.113
10 H -2.8558 0.8791 -0.3517  S4 1.353
11 H 0.2670 -1.2684 -1.7561  C5 1.101
12 H 2.7155 -1.7750 -0.6174  S6 1.301
13 H 0.1101 1.2546 -1.7789  C7 1.087
14 H 2.4441 1.0352 0.2139  S8 1.365


Entry x
DFT (ωB97M-V with the def2-TZVPD basis set) results for one molecule with the formula C4H6OS3.

The SMILES is OC[C@@H](S)C(=S)C=S.

Bonds (Å) are listed after each position.
Element x y z (Å)
1 O -0.6264 1.0200 1.4800  C2 1.388, H9 0.971
2 C -1.2424 0.0274 0.7309  O1 1.388, C3 1.511, H10 1.107, H11 1.104
3 C -0.5183 -0.2029 -0.5753  C2 1.511, S4 1.808, C5 1.496, H12 1.102
4 S -0.3237 1.4603 -1.2582  C3 1.808, H13 1.364
5 C 0.8278 -0.8504 -0.4996  C3 1.496, S6 1.641, C7 1.476
6 S 1.1403 -2.0504 -1.5747  C5 1.641
7 C 1.8109 -0.3984 0.5038  C5 1.476, S8 1.646, H14 1.095
8 S 3.1702 -1.0480 1.1680  C7 1.646
9 H -0.8223 1.8992 1.1183  O1 0.971
10 H -1.2518 -0.8884 1.3532  C2 1.107
11 H -2.2976 0.3129 0.5731  C2 1.104
12 H -1.0696 -0.9549 -1.1630  C3 1.102
13 H -0.3561 1.0232 -2.5497  S4 1.364
14 H 1.5589 0.6504 0.6934  C7 1.095


Energy above the most stable structure, in hartree: entry w 0.0000; entry x 0.0148


Entry w
DFT (ωB97M-V with the def2-TZVPD basis set) results for a 2-piece molecular cluster, C4H8N2O5 overall.

Bonds (Å) are listed after each position.
Element x y z (Å)
1 C -0.9699 -1.0238 0.5958  C3 1.539, N5 1.333, O7 1.219
2 C 2.2225 -0.2980 -0.2321  N6 1.317, O8 1.198
3 C -1.1297 0.3198 -0.1385  C1 1.539, C4 1.511, O9 1.407, H12 1.109
4 C -0.0309 1.3026 0.1931  C3 1.511, O10 1.376, O11 1.378
5 N -0.7738 -0.9452 1.9121  C1 1.333, H13 1.008, H14 1.008
6 N 1.8735 -1.0832 -1.2296  C2 1.317, H15 1.008, H16 1.021
7 O -1.0727 -2.0526 -0.0499  C1 1.219
8 O 3.1962 -0.1886 0.4576  C2 1.198
9 O -1.1167 0.0644 -1.5224  C3 1.407, H17 0.978
10 O 0.1832 2.3153 -0.7136  C4 1.376, H18 0.967
11 O -0.0184 1.7364 1.5013  C4 1.378, H19 0.966
12 H -2.1185 0.7317 0.1505  C3 1.109
13 H -0.5521 -0.0514 2.3231  N5 1.008
14 H -0.6195 -1.7929 2.4349  N5 1.008
15 H 0.9620 -0.9872 -1.6496  N6 1.008
16 H 2.4693 -1.8437 -1.5597  N6 1.021
17 H -1.3065 -0.8919 -1.6039  O9 0.978
18 H -0.0988 2.0004 -1.5831  O10 0.967
19 H 0.5013 2.5504 1.5272  O11 0.966


Entry x
DFT (ωB97M-V with the def2-TZVPD basis set) results for a 2-piece molecular cluster, C4H8N2O5 overall.

The SMILES is CCON(N=O)OC.O=C=O.

Bonds (Å) are listed after each position.
Element x y z (Å)
1 C -1.4546 0.1346 2.0604  C2 1.572, H9 1.109, H10 1.038, H11 1.100
2 C -1.2362 1.1502 0.8801  C1 1.572, O3 1.451, H12 1.116, H13 1.025
3 O 0.0102 0.9500 0.1647  C2 1.451, N4 1.404
4 N 0.0668 0.4728 -1.1549  O3 1.404, N5 1.284, O7 1.350
5 N 0.9223 0.8146 -2.0490  N4 1.284, O6 1.252
6 O 1.6844 1.7993 -1.9231  N5 1.252
7 O -0.5563 -0.7117 -1.3300  N4 1.350, C8 1.368
8 C 0.2829 -1.6763 -1.8179  O7 1.368, H14 1.072, H15 1.163, H16 1.198
9 H -1.0568 0.3742 3.0679  C1 1.109
10 H -2.4636 -0.1029 2.1170  C1 1.038
11 H -1.0485 -0.8503 1.7872  C1 1.100
12 H -1.1779 2.1607 1.3492  C2 1.116
13 H -2.1065 1.1285 0.3381  C2 1.025
14 H -0.2066 -2.6085 -1.6156  C8 1.072
15 H 1.3511 -1.5854 -1.3669  C8 1.163
16 H 0.4088 -1.7728 -3.0051  C8 1.198
17 O 2.3349 1.2300 1.0965  C18 1.167
18 C 2.1694 0.1130 0.8032  O17 1.167, O19 1.155
19 O 2.0763 -1.0198 0.5982  C18 1.155


Energy above the most stable structure, in hartree: entry w 0.0000; entry x 0.1822


Entry w
DFT (ωB97M-V with the def2-TZVPD basis set) results for a 6-piece molecular cluster, C12H36O6S6 overall.

Bonds (Å) are listed after each position.
Element x y z (Å)
1 C -13.9726 -16.5204 13.2147  S2 1.721, H5 1.088, H6 1.118, H7 1.086
2 S -13.9898 -17.8902 14.2572  C1 1.721, O3 1.504, C4 1.770
3 O -12.8689 -18.7062 13.6740  S2 1.504
4 C -13.6206 -17.0941 15.7943  S2 1.770, H8 1.061, H9 1.126, H10 1.134
5 H -14.6403 -15.6893 13.4319  C1 1.088
6 H -14.1633 -16.9163 12.1867  C1 1.118
7 H -12.9290 -16.2271 13.2820  C1 1.086
8 H -13.7590 -17.8329 16.5436  C4 1.061
9 H -14.3693 -16.2814 16.0103  C4 1.126
10 H -12.6417 -16.5261 15.8670  C4 1.134
11 C -14.0207 -19.5538 7.9035  S12 1.827, H15 1.086, H16 1.070, H17 1.118
12 S -13.7401 -18.8209 9.5529  C11 1.827, O13 1.530, C14 1.764
13 O -14.5515 -17.5247 9.5891  S12 1.530
14 C -14.5164 -20.0137 10.5960  S12 1.764, H18 1.063, H19 1.036, H20 1.101
15 H -13.5908 -18.9624 7.1002  C11 1.086
16 H -15.0473 -19.4940 7.6086  C11 1.070
17 H -13.6063 -20.5764 7.7220  C11 1.118
18 H -15.4835 -20.2782 10.2437  C14 1.063
19 H -14.4517 -19.7676 11.6004  C14 1.036
20 H -13.8728 -20.8966 10.4632  C14 1.101
21 C -13.4773 -19.1696 3.1334  S22 1.793, H25 1.047, H26 1.107, H27 1.125
22 S -14.3246 -20.5747 3.8559  C21 1.793, O23 1.538, C24 1.772
23 O -13.7942 -21.2005 5.1573  S22 1.538
24 C -15.8977 -19.8593 4.2466  S22 1.772, H28 1.073, H29 1.087, H30 1.056
25 H -13.9200 -19.1440 2.1848  C21 1.047
26 H -12.3945 -19.3117 2.9549  C21 1.107
27 H -13.6624 -18.1559 3.5835  C21 1.125
28 H -15.6323 -19.0238 4.8647  C24 1.073
29 H -16.4093 -20.5799 4.8798  C24 1.087
30 H -16.5490 -19.6224 3.4502  C24 1.056
31 C -10.7033 -20.3949 11.8316  S32 1.728, H35 1.062, H36 1.092, H37 1.047
32 S -9.4612 -20.3969 10.6298  C31 1.728, O33 1.523, C34 1.726
33 O -8.4477 -19.5030 11.3319  S32 1.523
34 C -8.8971 -21.9829 11.0098  S32 1.726, H38 1.117, H39 1.092, H40 1.081
35 H -11.2177 -21.3243 11.8381  C31 1.062
36 H -11.5175 -19.6822 11.6872  C31 1.092
37 H -10.2494 -20.1900 12.7524  C31 1.047
38 H -9.6381 -22.6636 10.5254  C34 1.117
39 H -8.8157 -22.3314 12.0415  C34 1.092
40 H -7.9767 -22.1420 10.4655  C34 1.081
41 C -14.2912 -14.6866 7.7402  S42 1.792, H45 1.112, H46 1.110, H47 1.200
42 S -13.3130 -15.3637 6.4003  C41 1.792, O43 1.566, C44 1.756
43 O -13.8181 -16.8064 6.0617  S42 1.566
44 C -13.9673 -14.3326 5.1382  S42 1.756, H48 1.032, H49 1.072, H50 1.092
45 H -13.9122 -13.6694 7.9818  C41 1.112
46 H -13.9895 -15.2715 8.6339  C41 1.110
47 H -15.4754 -14.6327 7.5537  C41 1.200
48 H -14.9761 -14.5339 5.0553  C44 1.032
49 H -13.5388 -14.7281 4.2392  C44 1.072
50 H -13.6038 -13.3196 5.3211  C44 1.092
51 C -17.6266 -18.4856 7.7436  S52 1.781, H55 1.009, H56 1.008, H57 1.089
52 S -18.4297 -17.2088 6.7966  C51 1.781, O53 1.519, C54 1.726
53 O -18.9563 -16.2366 7.8387  S52 1.519
54 C -16.9866 -16.5420 6.1243  S52 1.726, H58 1.044, H59 1.068, H60 1.023
55 H -18.3719 -18.8227 8.3351  C51 1.009
56 H -16.9167 -18.1297 8.3640  C51 1.008
57 H -17.1948 -19.2532 7.1038  C51 1.089
58 H -17.2425 -15.5760 5.8217  C54 1.044
59 H -16.5861 -17.1844 5.3712  C54 1.068
60 H -16.2298 -16.4519 6.8062  C54 1.023


Entry x
DFT (ωB97M-V with the def2-TZVPD basis set) results for a 6-piece molecular cluster, C12H36O6S6 overall.

Bonds (Å) are listed after each position.
Element x y z (Å)
1 C -3.0981 -3.0361 3.8680  S2 1.830, H5 1.072, H6 1.081, H7 1.098
2 S -2.8990 -1.9563 2.4036  C1 1.830, O3 1.508, C4 1.865
3 O -1.5863 -2.3687 1.7868  S2 1.508
4 C -4.2711 -2.7566 1.4258  S2 1.865, H8 1.087, H9 1.088, H10 1.102
5 H -4.1275 -3.0058 4.1657  C1 1.072
6 H -2.3834 -2.7226 4.6166  C1 1.081
7 H -2.8310 -4.0603 3.5744  C1 1.098
8 H -3.9890 -3.7738 1.1675  C4 1.087
9 H -4.3701 -2.1921 0.5015  C4 1.088
10 H -5.2016 -2.7480 2.0152  C4 1.102
11 C 1.5230 -0.6243 2.4180  S12 1.879, H15 1.104, H16 1.098, H17 1.063
12 S 1.6290 1.1815 1.9093  C11 1.879, O13 1.526, C14 1.889
13 O 0.2184 1.6095 1.5152  S12 1.526
14 C 1.8407 2.0569 3.5696  S12 1.889, H18 1.097, H19 1.093, H20 1.097
15 H 0.8914 -1.1634 1.6900  C11 1.104
16 H 0.9804 -0.6956 3.3704  C11 1.098
17 H 2.5051 -1.0269 2.4698  C11 1.063
18 H 2.5404 1.5237 4.2247  C14 1.097
19 H 0.8021 2.0496 3.9102  C14 1.093
20 H 2.1688 3.0777 3.3394  C14 1.097
21 C 1.2563 -3.6839 -1.9857  S22 1.917, H25 1.109, H26 1.085, H27 1.092
22 S 1.4937 -3.3190 -0.1191  C21 1.917, O23 1.533, C24 1.830
23 O 2.8527 -3.9504 0.2026  S22 1.533
24 C 0.2681 -4.5973 0.3421  S22 1.830, H28 1.066, H29 1.071, H30 1.097
25 H 0.2028 -3.3631 -2.1190  C21 1.109
26 H 1.3069 -4.7572 -2.1400  C21 1.085
27 H 1.9975 -3.0860 -2.5204  C21 1.092
28 H 0.2272 -4.5018 1.4028  C24 1.066
29 H 0.5776 -5.5835 0.0611  C24 1.071
30 H -0.6699 -4.3536 -0.1717  C24 1.097
31 C 4.3694 2.8504 -0.5025  S32 1.801, H35 1.081, H36 1.083, H37 1.066
32 S 5.8925 3.7722 -0.2276  C31 1.801, O33 1.509, C34 1.821
33 O 6.5680 2.9776 0.8635  S32 1.509
34 C 6.7865 3.2585 -1.7290  S32 1.821, H38 1.109, H39 1.099, H40 1.081
35 H 4.6261 1.8445 -0.8020  C31 1.081
36 H 3.9223 3.3320 -1.3636  C31 1.083
37 H 3.7951 2.9471 0.3910  C31 1.066
38 H 6.1754 3.5700 -2.6008  C34 1.109
39 H 6.9458 2.1727 -1.6737  C34 1.099
40 H 7.7528 3.7337 -1.8273  C34 1.081
41 C -4.1453 1.5166 -1.8732  S42 1.805, H45 1.069, H46 1.086, H47 1.123
42 S -4.0086 2.7419 -3.1915  C41 1.805, O43 1.488, C44 1.871
43 O -4.9363 2.2113 -4.2262  S42 1.488
44 C -4.8601 4.1464 -2.2956  S42 1.871, H48 1.113, H49 1.076, H50 1.077
45 H -3.5558 1.8492 -1.0459  C41 1.069
46 H -3.6770 0.6397 -2.3103  C41 1.086
47 H -5.2431 1.3622 -1.6957  C41 1.123
48 H -5.7550 3.6185 -1.8973  C44 1.113
49 H -5.1053 4.8611 -3.0622  C44 1.076
50 H -4.2624 4.5614 -1.5013  C44 1.077
51 C 1.0281 1.2088 -1.6976  S52 1.861, H55 1.082, H56 1.101, H57 1.091
52 S -0.4875 0.4132 -2.4288  C51 1.861, O53 1.502, C54 1.881
53 O -0.1246 -0.8543 -3.1479  S52 1.502
54 C -1.2455 -0.1365 -0.7971  S52 1.881, H58 1.096, H59 1.092, H60 1.100
55 H 1.5256 0.4318 -1.1324  C51 1.082
56 H 0.7425 2.0101 -0.9986  C51 1.101
57 H 1.5476 1.6569 -2.5458  C51 1.091
58 H -1.5890 0.6964 -0.1733  C54 1.096
59 H -0.4615 -0.7528 -0.3526  C54 1.092
60 H -2.0757 -0.8133 -1.0491  C54 1.100


Energy above the most stable structure, in hartree: entry w 0.0556; entry x 0.0000